(1)
Below is 2 unconnected molecules or ions with the total composition C7H12O in a non-equilibrium geometry, with properties calculated with ωB97M-V/def2-TZVPD.

XYZ file:
```
20
Properties=species:S:1:pos:R:3:forces:R:3:mulliken_charge:R:1
C 1.6453 0.3547 2.3833 2.32 3.40 -2.10 -1.416
C 0.4281 0.8220 1.5655 0.77 -1.53 1.75 0.619
C -0.6404 1.2384 2.2370 -1.95 0.86 -1.44 -0.961
C -0.0452 1.1989 -0.7978 0.68 0.02 2.71 -0.155
C 0.3997 0.3705 0.1660 -0.76 1.58 0.50 -0.192
C -1.2515 0.2965 -2.7785 -1.43 -0.54 2.19 -0.674
C -0.1721 0.7144 -2.1134 0.53 0.37 -5.38 -0.251
H 2.5977 0.1837 1.7393 -1.33 1.21 0.75 0.298
H 1.8876 0.9841 3.2690 -0.18 -0.21 -0.81 0.345
H 1.6053 -0.5888 2.7098 -1.21 -3.79 1.53 0.416
H -1.6358 1.4199 1.7490 1.18 -0.31 0.01 0.273
H -0.7322 1.4873 3.2697 0.75 -0.05 0.74 0.334
H -0.2353 2.3052 -0.5722 0.18 -1.78 -0.30 0.320
H 0.6989 -0.6738 0.0518 -0.14 0.30 -0.54 0.316
H -1.4301 0.2108 -3.8305 0.80 -0.27 -0.48 0.304
H -2.1451 -0.0110 -2.1908 0.47 0.57 -0.32 0.219
H 0.6852 0.8821 -2.8468 -0.68 0.15 1.19 0.209
H -0.0074 -3.3174 -1.7649 1.54 -0.14 -0.20 0.310
H -0.8245 -4.3032 -0.8404 0.74 -1.69 1.15 0.298
O -0.8281 -3.5741 -1.4051 -2.28 1.84 -0.95 -0.612
```
Positions in Å, forces in eV/Å.

Calculated values
Electronic energy (Ha): -349.03911
Relative energy (zero: lowest compared OMol25 entry of this formula, charge and spin) (kcal per mole): 68.7
Multiplicity: 1
SMILES string: C=C/C=C/C(=C)C.O


(2)
Below is 11 unconnected molecules or ions with the total composition C34H58BCl30NO5PS in a non-equilibrium geometry, with properties calculated with ωB97M-V/def2-TZVPD.

XYZ file:
```
131
Properties=species:S:1:pos:R:3:forces:R:3:mulliken_charge:R:1
C -4.6488 -4.3000 0.6047 -0.12 0.09 -0.17 -0.858
C -4.8664 -5.3200 -0.6634 0.02 -0.38 0.59 0.471
C -3.5695 -6.2904 -0.9785 -0.55 0.19 -0.98 -0.633
C -2.2796 -5.4910 -1.6219 0.64 -0.59 0.87 0.335
C -1.4204 -4.6164 -0.5152 0.08 0.78 -0.69 -0.390
C 0.0035 -4.1208 -1.2277 -1.33 0.59 0.87 -0.320
C 1.0325 -3.4853 -0.1181 0.92 -0.11 -0.77 0.057
C 2.3496 -4.4763 -0.0035 0.25 0.05 0.77 -0.525
C 2.6115 -4.9254 1.5677 1.10 -0.49 -0.82 -0.685
C 3.4484 -3.8000 2.4269 -0.41 -0.88 1.25 -0.005
C 2.5029 -2.5829 3.0374 0.96 -0.01 -0.24 -0.195
C 2.7715 -1.1682 2.2241 -0.36 -0.22 0.06 -0.060
C 3.2804 0.0552 3.2367 -0.43 0.03 -1.25 -0.354
C 2.6071 1.4655 2.7414 -1.59 0.26 0.12 0.536
C 2.4593 2.6066 3.9270 0.78 -0.09 -0.52 -0.520
C 2.3694 4.1600 3.3282 0.12 0.26 1.27 -0.626
C 0.8605 4.5997 2.8645 1.74 -0.14 -3.30 0.701
P -0.2670 4.7231 4.4003 -0.26 -0.74 -0.31 0.080
S -2.0565 3.9980 4.1196 0.11 0.09 0.23 -0.439
C 0.6047 6.0307 2.1077 -1.88 1.18 -1.06 -0.769
O 0.0472 5.7209 0.7491 0.72 0.20 1.96 -0.478
B 0.5118 4.3350 0.3854 1.39 2.00 3.04 1.088
C 1.9983 4.6666 -0.2500 1.64 -0.06 0.08 0.069
O 1.8400 5.7593 -1.2667 1.59 -2.35 -1.30 -0.328
C 2.1942 5.2172 -2.5927 -0.59 0.50 -0.09 0.306
N -0.4462 3.4199 -0.3524 -0.65 -1.03 -5.40 0.184
C 0.2335 2.2243 -0.9774 1.74 -3.45 4.37 0.214
C 0.3821 1.8962 -2.5755 -0.51 -1.10 -0.22 -0.787
O 0.7625 1.3095 -0.1224 -2.85 5.34 -5.26 -0.561
C -1.3560 4.1562 -1.3083 -0.01 3.66 -2.94 -0.084
C -2.9300 3.5955 -1.3858 1.11 -0.74 0.94 -0.652
O -1.0438 5.2167 -2.0570 -1.59 -6.14 4.45 -0.462
O 0.5147 3.7019 1.7521 0.54 0.21 2.99 -0.290
H -4.1331 -3.3000 0.2448 -0.98 -2.11 0.86 0.198
H -3.9834 -4.8141 1.4484 -1.49 1.19 -1.82 0.230
H -5.7078 -4.0058 1.0479 2.25 -0.63 -0.83 0.274
H -5.7629 -6.0491 -0.3721 1.98 1.69 -0.84 -0.064
H -5.1723 -4.6687 -1.6125 0.73 -1.64 1.97 -0.136
H -3.2885 -6.9394 -0.0190 -0.44 1.60 -2.01 0.280
H -3.9349 -7.0620 -1.8093 0.76 1.52 1.75 0.257
H -2.5791 -4.7887 -2.5201 0.45 -1.47 1.94 -0.479
H -1.5376 -6.3200 -2.0486 -1.53 1.74 0.81 0.247
H -2.0066 -3.6157 -0.2476 1.19 -2.26 -0.44 0.059
H -1.2324 -5.2054 0.5017 -0.34 1.08 -2.29 0.195
H 0.4381 -5.0382 -1.8103 -0.57 1.91 1.11 0.187
H -0.2940 -3.2543 -1.9709 0.61 -1.94 1.24 0.073
H 0.5409 -3.3138 0.9489 0.90 -0.55 -2.38 0.059
H 1.4228 -2.4246 -0.4850 -0.99 -2.22 0.80 0.134
H 3.3191 -3.9181 -0.4085 -2.02 -1.14 0.95 0.225
H 2.2485 -5.4557 -0.6686 -0.06 2.08 1.41 0.291
H 1.6023 -5.2734 2.0890 2.08 0.99 -1.03 0.129
H 3.3010 -5.8918 1.5120 -1.39 1.90 0.22 0.321
H 4.3761 -3.3984 1.8208 -2.01 -0.70 1.04 0.277
H 3.9042 -4.3793 3.3644 -0.95 1.19 -2.09 -0.171
H 2.7782 -2.4362 4.1787 -0.52 -0.17 -2.51 0.036
H 1.3834 -2.9409 3.0017 2.12 0.86 0.02 0.280
H 1.7694 -0.8551 1.6789 2.15 -0.46 1.09 -0.012
H 3.5920 -1.3749 1.3820 -1.83 0.56 1.81 0.089
H 4.4442 0.1176 3.1053 -2.15 -0.11 0.77 0.010
H 2.9456 -0.2019 4.3380 0.83 0.59 -2.15 0.326
H 1.4906 1.2268 2.3926 2.55 0.61 0.56 0.074
H 3.1454 1.9460 1.8162 -1.09 -1.19 1.91 -0.583
H 3.4772 2.5661 4.5413 -2.27 0.10 -0.91 0.205
H 1.5211 2.3217 4.5922 2.10 0.66 -1.21 0.232
H 3.1893 4.2275 2.4961 -1.87 0.08 1.30 0.140
H 2.6929 4.9199 4.1889 -0.49 -1.57 -1.59 0.365
H -0.3385 6.1382 4.7641 0.62 -1.06 -0.21 0.099
H 0.4547 4.0807 5.5033 -0.37 0.77 -0.79 0.073
H 1.4699 6.8188 2.0869 -1.07 -1.79 -0.15 0.083
H -0.3018 6.6358 2.5686 1.79 -1.25 -0.43 0.300
H 2.5598 3.7346 -0.6936 -0.79 1.65 0.50 -0.103
H 2.7431 5.1280 0.5608 -1.57 -1.01 -1.51 -0.042
H 2.2760 6.1274 -3.3422 -0.18 -1.95 1.55 -0.367
H 3.2069 4.6196 -2.5834 -1.79 1.13 0.03 0.201
H 1.3166 4.5161 -2.9246 1.69 1.20 0.34 -0.066
H 1.4746 2.0639 -2.9995 -2.29 -0.02 1.26 0.204
H 0.1844 0.7248 -2.6933 0.44 2.54 0.47 0.195
H -0.3982 2.4215 -3.2710 1.54 -0.64 1.48 0.277
H -3.7023 4.4721 -1.2921 1.73 -1.77 -0.54 -0.004
H -3.0188 2.9664 -2.3712 0.00 1.44 1.72 0.219
H -3.0966 2.8448 -0.4800 0.40 1.66 -1.92 0.256
C 6.8056 1.4990 0.8108 -0.19 0.15 -0.15 -0.162
Cl 6.3944 -0.2022 1.0871 0.13 0.13 -0.10 -0.085
Cl 5.3370 2.4848 0.7060 0.46 -0.12 -0.14 0.013
Cl 7.8672 2.0991 2.0963 -0.02 -0.06 -0.12 -0.148
H 7.3395 1.5742 -0.1399 -0.17 -0.05 0.36 0.383
C 1.3874 -4.2465 -5.3034 0.04 -0.01 -0.05 -0.124
Cl -0.2820 -4.4711 -4.7537 0.12 -0.02 -0.19 -0.029
Cl 1.7042 -2.5376 -5.6481 -0.05 -0.22 0.01 -0.119
Cl 2.5283 -4.8591 -4.0939 -0.13 0.05 -0.17 -0.106
H 1.5255 -4.8154 -6.2264 -0.05 0.21 0.34 0.375
C -8.8286 -4.9617 -1.7021 -0.02 -0.03 -0.08 0.026
Cl -8.3675 -6.0478 -0.3803 -0.27 0.08 -0.16 -0.134
Cl -10.5020 -4.4145 -1.5027 0.15 -0.44 -0.20 -0.105
Cl -7.7265 -3.5765 -1.7823 -0.17 -0.15 -0.06 -0.114
H -8.7566 -5.5139 -2.6426 -0.01 0.20 0.34 0.321
C 3.3485 -4.5504 6.7626 -0.04 -0.06 -0.08 -0.004
Cl 3.2538 -3.3458 8.0586 0.01 -0.17 -0.10 -0.135
Cl 1.9714 -4.3871 5.6596 0.11 -0.31 0.43 -0.062
Cl 4.8759 -4.3938 5.8782 -0.21 0.13 0.15 -0.081
H 3.3123 -5.5452 7.2138 0.03 0.34 -0.15 0.291
C -5.3586 7.5985 -0.3934 0.42 0.04 0.03 -0.021
Cl -5.9457 7.4851 1.2745 0.00 0.06 -0.16 -0.130
Cl -3.6947 7.0007 -0.5093 -0.30 0.28 0.04 -0.002
Cl -6.4208 6.6982 -1.4894 0.00 0.09 0.03 -0.144
H -5.3682 8.6501 -0.6911 -0.04 -0.38 0.10 0.294
C 7.4361 -7.7448 6.5377 0.04 0.05 0.00 0.031
Cl 7.2518 -9.3029 5.7145 0.05 0.16 0.13 -0.125
Cl 7.9798 -6.5003 5.3995 -0.03 -0.16 0.17 -0.112
Cl 5.9135 -7.2630 7.3055 0.27 -0.25 0.07 -0.092
H 8.1950 -7.8544 7.3165 -0.29 0.04 -0.27 0.299
C 0.6372 9.0196 -4.3912 0.11 -0.17 0.21 0.276
Cl 2.3362 8.5287 -4.5010 -0.28 0.29 0.11 -0.123
Cl 0.5112 10.7267 -3.9334 -0.02 -0.15 -0.04 -0.153
Cl -0.1961 8.7243 -5.9269 0.02 0.03 0.11 -0.145
H 0.1545 8.4187 -3.6163 0.16 0.14 -0.22 0.099
C -11.2259 -0.3561 -0.0371 0.22 0.04 0.05 -0.039
Cl -12.0521 -0.7241 1.4865 0.08 0.08 -0.14 -0.127
Cl -9.9125 -1.5096 -0.3270 -0.20 0.58 0.17 -0.030
Cl -12.3743 -0.3691 -1.3864 0.10 0.03 0.11 -0.132
H -10.7944 0.6453 0.0383 -0.18 -0.34 -0.02 0.316
C -3.6184 -2.4665 -5.5382 0.13 0.13 0.01 -0.003
Cl -3.9996 -3.8677 -4.5230 0.01 0.14 -0.19 -0.093
Cl -5.0385 -1.9728 -6.4758 0.15 -0.07 0.05 -0.139
Cl -3.0295 -1.1214 -4.5463 -0.04 -0.25 -0.16 -0.074
H -2.8271 -2.7519 -6.2362 -0.26 0.08 0.26 0.284
C 3.8513 5.7172 -7.2321 -0.08 0.07 -0.10 -0.048
Cl 3.4402 4.0160 -6.9558 0.08 0.17 -0.06 -0.117
Cl 2.3828 6.7030 -7.3369 0.26 -0.25 -0.16 -0.061
Cl 4.9130 6.3173 -5.9465 -0.08 -0.07 -0.16 -0.113
H 4.3853 5.7924 -8.1828 -0.18 -0.04 0.36 0.336
```
Positions in Å, forces in eV/Å.

Calculated values
Electronic energy (Ha): -16331.03554
Multiplicity: 1
Net charge: -1


(3)
Below is a gas-phase ion, C6H12N (charge +1) in a non-equilibrium geometry, with properties calculated with ωB97M-V/def2-TZVPD.

XYZ file:
```
19
Properties=species:S:1:pos:R:3:forces:R:3:mulliken_charge:R:1
C 0.7919 2.1966 1.1182 1.09 -0.55 -1.20 -0.542
C 1.8808 1.5088 0.8330 -2.04 -0.27 -0.61 -0.131
C 0.6563 1.1960 0.0468 1.45 -1.66 5.11 -0.347
C 0.0912 -1.4673 -1.9272 0.64 3.89 -0.76 -1.019
C -1.0350 -0.2473 1.4373 -0.66 1.34 2.64 -1.061
C -0.7066 -0.7210 -0.8818 -2.28 -0.29 -0.67 -0.748
N -0.0477 -0.3261 0.3599 0.87 1.50 -0.33 0.086
H 0.3578 3.1256 1.4520 -0.11 -0.31 0.49 0.368
H 2.8748 1.1083 0.9087 0.25 0.59 0.20 0.443
H 0.4380 1.3094 -0.9206 -0.46 0.64 -3.63 0.540
H 0.8857 -0.7713 -2.4551 -1.69 -1.24 0.86 0.249
H 0.6639 -2.1340 -1.3559 0.45 -2.30 -0.28 0.357
H -0.7618 -1.6438 -2.6124 1.31 -1.27 -0.09 0.352
H -1.9571 0.3677 1.2401 1.60 0.27 -0.35 0.415
H -1.5477 -1.1189 1.7044 -0.20 -2.36 -0.54 0.457
H -0.6343 -0.0475 2.4809 0.15 0.67 -1.60 0.360
H -1.4908 -1.4330 -0.4900 0.36 0.84 -1.01 0.409
H -1.1518 0.1575 -1.4138 -0.11 -0.56 1.07 0.420
H 0.6925 -1.0596 0.4753 -0.62 1.08 0.69 0.393
```
Positions in Å, forces in eV/Å.

Calculated values
Electronic energy (Ha): -290.16920
Relative energy (zero: lowest compared OMol25 entry of this formula, charge and spin) (kcal per mole): 95.8
Multiplicity: 1
Net charge: +1
SMILES string: CC[N@H+](C)C1C=C1


The following gap between HOMO and LUMO values (in eV) correspond, in order, to the records above: 9.670; 6.798; 11.724.